[1]
{
  "formula": "CHBrOS2",
  "method": "ωB97M-V/def2-TZVPD",
  "smiles": "O=C=S.SBr",
  "orbital_gap_ev": 8.2,
  "de_lowest_ev": 0.484,
  "homo_energy_ev": -9.64,
  "energy_ev": -94813.19338,
  "species": ["Br", "S", "S", "O", "C", "H"],
  "coordinates": [[-0.98123, 2.43223, 0.18507], [2.09519, 0.13420, -0.34046], [-1.12961, 0.10705, -0.22817], [0.99042, -1.97066, 0.93771], [1.41018, -1.02269, 0.41624], [-2.38495, 0.31987, -0.97039]],
  "forces_ev_per_a": [[-0.029, -2.020, -0.343], [0.460, 0.771, -0.205], [-2.795, 2.710, -1.110], [-0.066, 0.774, -0.168], [0.349, -1.713, 0.500], [2.081, -0.522, 1.325]]
}

=====

[2]
{
  "formula": "C8H26N4O7P2Ti",
  "method": "ωB97M-V/def2-TZVPD",
  "orbital_gap_ev": [4.0, 6.8],
  "homo_energy_ev": [-3.84, -6.80],
  "spin_multiplicity": 3,
  "energy_ev": -70702.07825,
  "s2": 2.01,
  "species": ["Ti", "P", "P", "O", "O", "O", "O", "O", "O", "O", "N", "N", "N", "N", "C", "C", "C", "C", "C", "C", "C", "C", "H", "H", "H", "H", "H", "H", "H", "H", "H", "H", "H", "H", "H", "H", "H", "H", "H", "H", "H", "H", "H", "H", "H", "H", "H", "H"],
  "coordinates": [[0.00000, 0.00000, 0.00000], [-2.64170, 1.29830, 1.04000], [-3.02290, -1.61950, 0.28930], [-4.93000, 0.27630, 0.27430], [-3.53200, -2.90360, 0.88440], [-3.77460, -1.52300, -1.15310], [-2.13190, 1.60220, 2.53660], [-1.57430, -1.36850, 0.00000], [-1.57610, 1.36980, 0.00000], [-3.69400, 2.52730, 0.88560], [1.99630, 0.00220, -0.00610], [0.53400, -2.02730, -0.09730], [0.06760, 0.00410, -2.07560], [0.52970, 2.00700, -0.10160], [2.46660, -0.09130, -1.40800], [-3.77080, -0.12800, 1.09710], [2.50370, -1.19880, 0.75380], [1.78600, -2.50620, 0.36140], [2.57650, 1.20400, 0.68300], [1.43450, 0.41440, -2.41820], [-4.30830, -0.42440, 2.48700], [1.69090, 2.45540, 0.58230], [2.19700, 3.24630, 0.02070], [-4.82250, -0.30380, -0.52270], [1.68110, 0.04470, -3.42050], [-0.78590, 2.44380, 0.35430], [2.28790, -1.04850, 1.82120], [-4.55350, 2.14190, 0.59390], [1.43850, 2.83770, 1.57600], [-4.76770, 0.46760, 2.92550], [-3.37390, -2.24480, -1.67510], [1.48720, 1.50610, -2.48350], [-1.47010, 2.31610, 2.50190], [2.67120, 1.00460, 1.75920], [-0.62560, -2.39750, 0.64550], [-5.07990, -1.20030, 2.45070], [0.31260, 2.47060, -0.94660], [-3.50720, -0.76460, 3.14960], [3.59610, 1.42020, 0.33910], [1.69150, -3.18750, 1.21100], [2.66890, -1.13370, -1.68400], [0.00000, 0.00000, 1.76060], [3.42290, 0.42410, -1.56250], [3.59100, -1.30850, 0.65480], [-0.05090, -2.49380, -0.93990], [2.32340, -3.01800, -0.44270], [-0.09010, -0.92840, -2.45750], [-0.56200, 0.69680, -2.50550]],
  "forces_ev_per_a": [[-2.061, -0.511, 1.808], [-1.934, 1.487, 2.478], [-2.136, -2.392, 0.695], [1.150, -0.740, -0.231], [1.296, 1.600, -0.021], [0.458, 0.076, -0.799], [-0.094, -0.066, -1.093], [-2.353, -0.136, 0.126], [-3.471, 0.352, -0.653], [0.188, -1.055, -0.481], [4.109, -0.330, 0.835], [-5.775, -3.910, 0.169], [0.075, 0.767, -1.626], [-3.042, 2.865, 1.753], [0.016, -0.395, -0.722], [-1.035, -0.294, -0.497], [0.366, -0.348, 0.935], [0.915, 0.250, -0.877], [0.543, 0.178, 1.046], [0.518, 0.442, -0.439], [0.177, -0.003, 0.565], [0.770, 0.069, -0.619], [0.156, 0.119, 0.177], [-0.666, 0.860, 0.369], [0.330, 0.042, 0.067], [4.065, -1.379, -1.274], [-0.032, 0.331, -0.485], [0.443, 0.268, -0.067], [0.194, -0.122, -0.106], [0.178, 0.004, -0.122], [-0.575, 0.422, -0.008], [-0.182, -0.149, 0.087], [0.062, -0.449, 0.319], [-0.096, -0.436, -0.432], [4.155, 1.653, -2.161], [0.321, 0.061, -0.298], [0.499, 0.851, -1.308], [-0.091, 0.062, -0.063], [-0.054, -0.208, -0.209], [0.241, 0.133, -0.044], [-0.121, -0.024, 0.422], [0.080, 0.146, 1.205], [-0.105, 0.085, 0.061], [0.061, 0.158, -0.124], [2.680, 0.573, 1.770], [0.148, -0.143, 0.101], [-0.388, 0.042, -0.238], [0.014, -0.804, 0.008]]
}

=====

[3]
{
  "formula": "C4H8N2S",
  "method": "ωB97M-V/def2-TZVPD",
  "orbital_gap_ev": [5.6, 9.8],
  "de_lowest_ev": 4.827,
  "charge": 2,
  "homo_energy_ev": [-17.69, -20.16],
  "energy_ev": -18069.54068,
  "species": ["S", "N", "N", "C", "C", "C", "C", "H", "H", "H", "H", "H", "H", "H", "H"],
  "coordinates": [[1.97580, -1.09955, -0.58077], [2.75036, 1.17160, 0.86873], [-1.07666, -0.37773, 0.38089], [-2.20203, -0.06087, 1.13795], [-0.88072, -0.68683, -0.81131], [2.19873, 0.25436, 0.24752], [0.39721, -0.76802, -1.55743], [-2.49525, 1.00243, 1.26640], [-3.03972, -0.45905, 0.68455], [-2.14627, -0.18890, 2.16515], [2.19657, 1.71546, 1.53262], [0.29903, 0.25323, -2.08660], [3.62308, 1.55400, 0.63165], [-1.79717, -0.74038, -1.53037], [0.19704, -1.56976, -2.34896]],
  "forces_ev_per_a": [[-0.187, 0.055, -1.056], [-1.216, 0.867, 1.070], [0.330, 0.003, -1.624], [-0.144, 3.011, 0.789], [-1.251, 0.425, 0.754], [-1.622, -1.499, -0.815], [-1.029, 0.386, -1.496], [0.929, 0.209, -1.256], [-1.918, -1.600, -0.760], [0.451, -1.826, 1.968], [0.096, 0.188, 0.130], [1.162, -1.386, 0.439], [2.087, 0.444, -0.261], [1.154, -0.154, 1.152], [1.157, 0.878, 0.966]]
}

=====

[4]
{
  "formula": "C20H28Cl2N2O2Tl",
  "method": "ωB97M-V/def2-TZVPD",
  "orbital_gap_ev": 4.8,
  "charge": -1,
  "homo_energy_ev": -1.94,
  "energy_ev": -58011.07805,
  "species": ["Tl", "Cl", "Cl", "O", "O", "N", "N", "C", "C", "C", "C", "C", "C", "C", "C", "C", "C", "C", "C", "C", "C", "C", "C", "C", "C", "C", "C", "H", "H", "H", "H", "H", "H", "H", "H", "H", "H", "H", "H", "H", "H", "H", "H", "H", "H", "H", "H", "H", "H", "H", "H", "H", "H", "H", "H"],
  "coordinates": [[0.16761, 0.01268, 1.60995], [0.58180, 0.01745, 4.07539], [1.62476, -0.04871, -0.45007], [0.16255, 3.87876, -0.59599], [0.09256, -3.90418, -0.54883], [-0.11369, -2.41436, 1.09681], [-0.02906, 2.41781, 1.07953], [-1.78801, 2.43431, -0.69799], [2.19618, -2.69842, 1.98010], [-0.58182, -2.87546, -0.03313], [-1.21726, -1.21435, -2.90997], [0.88172, -3.36253, 1.63612], [-1.88182, -0.00044, -0.94403], [2.29945, 2.66769, 1.90967], [-1.06222, -2.49253, -3.67876], [0.29021, -4.00216, 2.88556], [0.43787, 4.03347, 2.82090], [1.03061, -4.36700, 0.48397], [-1.83080, -2.43395, -0.72407], [-1.20203, 1.23006, -2.89719], [-1.60331, -1.21523, -1.55935], [1.14052, 4.33355, 0.40106], [-0.51689, 2.86946, -0.04906], [-1.08291, 0.00900, -3.56217], [0.99345, 3.35462, 1.57480], [-1.58691, 1.21524, -1.54417], [-1.03556, 2.51860, -3.64677], [-2.22628, -3.27965, -1.27966], [3.04416, 3.44206, 2.14133], [1.21292, 4.68040, 3.25701], [0.84558, 5.36030, 0.67182], [0.12583, 3.28333, 3.56378], [2.64001, 2.08081, 1.05016], [2.02643, -4.37745, 0.03114], [-0.92501, 0.01587, -4.64610], [-2.53018, -2.17905, 0.09287], [2.12349, 4.30781, -0.07517], [2.06986, -1.99229, 2.80986], [-2.46624, 2.17862, 0.13822], [2.91114, -3.48083, 2.26236], [-1.94554, 3.12348, -3.54958], [-0.18849, 3.13119, -3.31663], [-0.00460, -3.22907, 3.61083], [2.57531, -2.15403, 1.10957], [-0.21382, -3.11042, -3.36819], [-0.88619, 2.32126, -4.71309], [-0.42663, 4.65861, 2.54688], [-2.19970, 3.28395, -1.24262], [-0.92079, -2.27706, -4.74221], [0.69972, -5.38041, 0.76504], [-0.59047, -4.60241, 2.61204], [-1.97052, -3.09709, -3.58448], [2.17764, 1.99632, 2.76995], [-2.36357, -0.00338, 0.03246], [1.03892, -4.66423, 3.34012]],
  "forces_ev_per_a": [[-2.248, -0.062, -0.076], [0.829, 0.018, 2.459], [1.674, -0.036, -1.737], [0.318, 1.254, -0.387], [0.336, -1.325, -0.344], [-1.868, -2.161, -1.535], [-1.882, 2.280, -1.717], [-0.064, -0.052, 0.400], [0.299, 0.244, -0.129], [1.594, 0.753, 3.016], [-0.065, 0.018, 0.483], [-0.247, 0.258, -0.475], [0.092, -0.055, -0.106], [0.330, -0.211, -0.113], [-0.027, -0.200, -0.324], [-0.251, -0.163, 0.063], [-0.229, 0.224, 0.101], [-0.392, -0.096, -0.655], [0.033, 0.036, 0.472], [-0.075, -0.174, 0.520], [-0.426, 0.638, -0.597], [-0.425, 0.085, -0.602], [1.679, -0.753, 3.120], [0.011, 0.146, 0.023], [-0.202, -0.214, -0.355], [-0.392, -0.433, -0.693], [-0.032, 0.233, -0.301], [-0.020, -0.093, -0.133], [-0.027, -0.219, 0.068], [-0.184, -0.093, -0.003], [0.272, -0.253, -0.148], [0.155, 0.203, -0.271], [0.031, 0.038, 0.138], [-0.160, -0.053, 0.106], [0.170, -0.017, 0.364], [0.222, -0.152, -0.474], [-0.117, 0.053, 0.075], [0.067, -0.177, -0.106], [0.259, 0.167, -0.503], [0.024, 0.166, 0.066], [0.160, 0.058, -0.029], [-0.145, -0.194, 0.177], [0.141, -0.204, -0.247], [0.030, -0.028, 0.128], [-0.096, 0.157, 0.208], [-0.042, -0.004, 0.116], [0.150, -0.182, 0.179], [0.021, 0.004, -0.076], [-0.043, -0.008, 0.098], [0.283, 0.251, -0.148], [0.131, 0.157, 0.170], [0.112, -0.082, -0.022], [0.063, 0.185, -0.149], [0.319, 0.001, -0.115], [-0.148, 0.065, 0.020]]
}